Entry from the OMol25 dataset: a cluster of 2 separate species, C6H8N in total in a non-equilibrium geometry (the ωB97M-V functional and the def2-TZVPD basis).

## Properties
* frontier orbital gap: 9.61 eV
* E_LUMO: -5.5128 eV
* molar mass: 94.1 g/mol
* spin multiplicity: 1
* total charge: +1

Last column: natural (NBO) charge in e.
Element x y z (Å)
C 0.77992 2.60605 -0.58661  0.019
C 0.57624 1.46621 -0.99346  -0.150
C -1.26040 -0.64779 0.97048  0.514
C -2.00638 -0.78007 2.17715  -0.759
C 1.67606 -0.67036 -1.45782  -0.713
C 0.44750 0.13865 -1.42994  0.147
N -0.54151 -0.67720 0.09137  -0.342
H 1.26016 3.40466 -0.08437  0.265
H -3.10169 -0.68921 2.00145  0.296
H -1.74068 -1.58992 2.93757  0.312
H -1.74678 0.19477 2.58275  0.282
H 2.50968 -0.24932 -0.78702  0.259
H 2.18773 -0.93080 -2.42583  0.299
H 1.45995 -1.58677 -0.92000  0.280
H -0.49982 0.01110 -2.07571  0.291



Entry from the OMol25 dataset: the molecule C2H7N3O3 in a non-equilibrium geometry (the ωB97M-V functional and the def2-TZVPD basis).

## Properties
* frontier orbital gap (alpha / beta): 7.32 / 7.32 eV
* E_LUMO (alpha / beta): -1.0707 / -1.0918 eV
* molar mass: 121.1 g/mol
* spin multiplicity: 1

Last column: natural (NBO) charge in e.
Element x y z (Å)
C -1.15348 0.06044 0.01252  0.796
O -1.58797 1.17423 0.67733  -0.695
O -1.59960 -1.01849 0.69743  -0.662
O -1.31819 0.04736 -1.34240  -0.596
H -1.75682 1.85037 0.00813  0.497
H -1.31577 -1.81692 0.22700  0.496
C 0.61250 0.07161 -0.03164  0.251
N 1.05242 -1.29080 -0.15238  -0.867
N 1.23927 0.71004 1.07945  -0.833
N 0.40708 0.86976 -1.15416  -0.270
H 0.88520 0.31298 1.94426  0.382
H 1.02985 1.70064 1.07790  0.382
H 2.04522 -1.37748 0.02536  0.384
H 0.80242 -1.70403 -1.04160  0.371
H 0.65785 0.41030 -2.02720  0.364



Entry from the OMol25 dataset: a structure of composition C17H22ClGeIrNO2S (the ωB97M-V functional and the def2-TZVPD basis).

## Properties
* frontier orbital gap: 7.09 eV
* E_LUMO: 2.8874 eV
* molar mass: 604.7 g/mol
* spin multiplicity: 1
* total charge: -1

Last column: natural (NBO) charge in e.
Element x y z (Å)
Ir 0.13624 -0.08057 -0.83379  0.911
C -0.64876 3.96863 -2.43716  -0.706
C -0.80012 2.78961 -1.49593  0.604
O -0.66920 1.67471 -2.00172  -0.596
C -1.14237 3.02347 -0.10158  -0.343
C -1.38701 4.34850 0.32341  -0.081
C -1.79922 4.66253 1.59084  -0.336
C -1.98603 3.61467 2.51048  -0.172
C -1.75873 2.31839 2.15008  -0.292
C -1.32583 1.95191 0.83631  0.448
O -1.12600 0.70435 0.62356  -0.679
H -0.33179 3.58444 -3.40276  0.235
H 0.09613 4.66861 -2.05842  0.224
H -1.59133 4.50644 -2.55253  0.221
H -1.24951 5.15219 -0.38705  0.189
H -1.98102 5.69014 1.87585  0.198
H -2.30611 3.83741 3.52242  0.198
H -1.88595 1.50597 2.85350  0.219
S 2.06750 1.16501 -0.16064  -0.151
C 2.76405 0.02596 -1.27332  0.071
C 4.09969 -0.24210 -1.56902  -0.276
C 4.38804 -1.26814 -2.44724  -0.170
C 3.35270 -2.01419 -3.00698  -0.303
C 2.04867 -1.70004 -2.67498  0.058
N 1.77143 -0.69015 -1.85475  -0.421
H 4.87291 0.34229 -1.09000  0.220
H 5.41788 -1.50295 -2.68753  0.205
H 3.55076 -2.83443 -3.68244  0.212
H 1.18521 -2.22965 -3.05777  0.239
Cl -1.27431 -1.44930 -2.21288  -0.618
C -1.63407 -1.66273 2.78171  -1.093
Ge -0.73028 -2.64183 1.33545  1.635
C -2.12695 -3.45874 0.22922  -1.091
C 0.20667 -4.16099 2.20027  -1.090
C 0.66331 -1.57376 0.47783  -1.041
H -2.22015 -2.34421 3.40387  0.206
H -2.29037 -0.90882 2.35377  0.238
H -0.90207 -1.15385 3.41201  0.218
H -2.65932 -4.20002 0.83016  0.201
H -1.70119 -3.94417 -0.64885  0.234
H -2.82917 -2.70575 -0.12552  0.244
H -0.49030 -4.76574 2.78473  0.210
H 0.99900 -3.81026 2.86410  0.215
H 0.66091 -4.80156 1.44136  0.215
H 1.37721 -2.28508 0.04047  0.189
H 1.18884 -1.10617 1.32144  0.203



Entry from the OMol25 dataset: a cluster of 12 separate species, H24O12 in total in a non-equilibrium geometry (the ωB97M-V functional and the def2-TZVPD basis).

## Properties
* frontier orbital gap: 9.40 eV
* E_LUMO: -0.6013 eV
* molar mass: 216.2 g/mol
* spin multiplicity: 1

Last column: natural (NBO) charge in e.
Element x y z (Å)
O 2.63208 0.41224 1.73324  -0.950
H 3.10118 -0.09294 2.39728  0.487
H 3.06050 1.26821 1.73583  0.470
O 0.46248 -2.86113 -0.62667  -0.948
H -0.12269 -3.42765 -0.12381  0.473
H 0.29168 -1.98117 -0.29089  0.471
O 0.37685 0.28132 -3.53025  -0.957
H 1.16786 0.37238 -2.99898  0.494
H 0.53740 -0.49350 -4.06887  0.478
O -0.26622 -0.00762 0.13879  -0.990
H 0.66508 0.01724 -0.08095  0.476
H -0.62518 0.79161 -0.24671  0.512
O 3.27368 -2.60276 0.45024  -0.940
H 3.22888 -2.61907 1.40626  0.461
H 2.49085 -2.12196 0.18147  0.478
O -3.96164 1.55001 -0.00139  -0.964
H -3.08859 1.72416 -0.35308  0.488
H -4.55690 1.99094 -0.60758  0.474
O -3.22808 -0.35854 1.86483  -0.968
H -2.33457 -0.01604 1.84121  0.469
H -3.70926 0.18292 1.23911  0.488
O 0.06321 -1.66994 2.39149  -0.964
H -0.17860 -1.01104 1.74063  0.486
H -0.47294 -2.43197 2.17221  0.466
O -1.30972 2.40847 -0.52930  -0.954
H -1.31095 2.73727 -1.42824  0.496
H -1.26827 3.19543 0.01404  0.491
O -0.23444 1.27447 2.59140  -0.941
H -0.16678 2.16883 2.25707  0.449
H 0.59465 0.86342 2.34672  0.487
O -1.73939 -0.55345 -2.31819  -0.973
H -1.25536 -1.00281 -1.62534  0.473
H -1.11147 -0.47283 -3.03613  0.476
O 2.79098 0.49744 -1.54429  -0.947
H 3.71712 0.60831 -1.75920  0.488
H 2.48658 1.37976 -1.33197  0.467



Entry from the OMol25 dataset: the molecule C4H7N3 (the ωB97M-V functional and the def2-TZVPD basis).

## Properties
* frontier orbital gap: 8.99 eV
* E_LUMO: 1.1373 eV
* molar mass: 97.1 g/mol
* spin multiplicity: 1

Last column: natural (NBO) charge in e.
Element x y z (Å)
C 2.29246 0.13591 0.25737  -0.405
N 1.18963 0.11948 -0.67202  -0.607
C -0.13783 0.17946 -0.28391  0.306
N -1.01417 0.72410 -1.12210  -0.333
N -2.20950 0.24283 -0.70806  -0.351
C -2.10274 -0.51117 0.40584  -0.034
C -0.78222 -0.51466 0.78038  -0.391
H 2.24086 -0.72176 0.93946  0.195
H 3.22246 0.03722 -0.31188  0.206
H 2.34374 1.05720 0.85351  0.175
H 1.32711 0.62786 -1.53224  0.388
H -3.06254 0.66421 -1.03751  0.403
H -2.92200 -1.13844 0.72219  0.216
H -0.38526 -0.90224 1.70896  0.230



Entry from the OMol25 dataset: a structure of composition C5H34NO11 in a non-equilibrium geometry (the ωB97M-V functional and the def2-TZVPD basis).

## Properties
* <S²>: 0.755
* frontier orbital gap (alpha / beta): 11.00 / 4.92 eV
* E_LUMO (alpha / beta): -5.6439 / -11.7215 eV
* molar mass: 284.3 g/mol
* spin multiplicity: 2
* total charge: +2

Last column: Löwdin spin population.
Element x y z (Å)
C 1.58122 0.97001 0.66395  0.124
O 1.90581 2.30174 0.65064  0.575
C 0.07751 0.85754 0.12569  0.146
C -0.40396 -0.57232 0.09758  0.032
C -1.67220 -0.71846 -0.76440  0.026
C -2.15347 -2.16395 -0.75176  0.013
N -0.75280 1.66987 1.09641  0.013
H 1.64159 0.62665 1.69751  0.006
H 2.27524 0.36572 0.06567  0.024
H 2.20596 2.53064 -0.30813  0.003
H -0.00659 1.30631 -0.86250  0.001
H 0.36994 -1.23109 -0.29284  0.002
H -0.63130 -0.94477 1.09940  0.000
H -2.45442 -0.03368 -0.43128  0.000
H -1.45372 -0.47472 -1.80657  0.000
H -1.42969 -2.83355 -1.21292  0.000
H -2.38351 -2.51491 0.25832  0.000
H -3.09073 -2.25948 -1.29693  0.004
H -1.75314 1.85081 0.78113  0.003
H -0.30842 2.55964 1.26558  0.001
H -0.76887 1.13036 1.97842  0.001
H -3.23003 2.19370 -0.98846  0.000
H -4.04098 2.48174 0.32332  0.000
O -3.13334 2.41387 -0.02172  0.003
H -0.81289 1.14217 -4.51685  0.000
H -0.71077 2.61400 -4.17872  0.000
O -1.36083 1.90794 -4.30038  0.000
H -2.69119 1.86758 -3.27489  0.000
H -4.12203 2.37695 -3.09548  0.000
O -3.44827 1.86189 -2.65530  0.000
H 1.40455 -0.76038 2.41718  0.001
H 1.49198 -2.33119 2.40878  0.000
O 2.00699 -1.51467 2.29618  0.006
H 3.46749 -0.72247 -1.19775  0.000
H 4.03124 -0.58418 -2.61412  0.000
O 3.38693 -0.20069 -2.02771  0.001
H 0.33937 -4.16207 1.61511  0.000
H 0.70554 -4.29105 3.12624  0.000
O 0.39607 -3.68317 2.45269  0.000
H 3.14256 -1.59260 1.05392  0.000
H 4.61759 -1.65892 0.58714  0.000
O 3.70054 -1.56469 0.24458  0.009
H -0.54535 -0.39953 2.40087  0.000
H 0.02057 1.01830 2.68632  0.000
O -0.02022 0.34210 2.01379  0.007
H -0.84295 -2.47789 2.85848  0.000
H -2.27876 -1.94381 3.27282  0.000
O -1.36395 -1.68284 3.10161  0.000
H 3.08968 1.51865 -1.90366  0.000
H 3.34328 2.99362 -2.24729  0.000
O 2.66273 2.41527 -1.88966  -0.001



Calculated energy relative to the best compared isomer or geometry (same formula, charge and spin) (kcal per mole), listed in the same order as above: 120.1 105.9 1.4 46.3 18.0 98.8